[1]
{
  "formula": "C17H52N10O9",
  "method": "the ωB97M-V functional and the def2-TZVPD basis",
  "elements": ["N", "C", "N", "O", "H", "H", "H", "H", "N", "C", "N", "O", "H", "H", "H", "H", "N", "C", "N", "O", "H", "H", "H", "H", "N", "C", "N", "O", "H", "H", "H", "H", "N", "C", "N", "O", "H", "H", "H", "H", "C", "C", "C", "O", "H", "H", "H", "H", "H", "H", "H", "H", "C", "C", "C", "O", "H", "H", "H", "H", "H", "H", "H", "H", "C", "C", "C", "O", "H", "H", "H", "H", "H", "H", "H", "H", "C", "C", "C", "O", "H", "H", "H", "H", "H", "H", "H", "H"],
  "xyz": [[-9.082, 5.100, 23.367], [-8.827, 3.920, 23.868], [-9.843, 3.116, 23.671], [-7.814, 3.596, 24.407], [-8.332, 5.771, 23.288], [-10.028, 5.397, 23.174], [-9.566, 2.189, 23.961], [-10.723, 3.320, 23.218], [-5.268, 6.147, 24.434], [-4.403, 5.273, 24.110], [-5.000, 4.080, 23.884], [-3.237, 5.487, 24.000], [-4.971, 7.093, 24.626], [-6.035, 5.753, 24.960], [-5.998, 4.021, 23.739], [-4.363, 3.308, 23.752], [-7.540, 5.822, 26.643], [-6.974, 6.463, 27.492], [-6.517, 5.650, 28.345], [-6.768, 7.707, 27.457], [-7.581, 4.813, 26.619], [-7.705, 6.277, 25.756], [-6.708, 4.659, 28.383], [-6.018, 6.092, 29.104], [-5.528, 1.149, 27.835], [-6.016, 2.185, 27.230], [-5.883, 1.976, 25.941], [-6.589, 3.097, 27.699], [-4.987, 0.398, 27.431], [-5.637, 1.173, 28.839], [-5.360, 1.166, 25.640], [-6.298, 2.557, 25.226], [-2.544, -2.457, 28.103], [-3.518, -2.216, 27.251], [-3.745, -3.158, 26.351], [-4.086, -1.197, 27.171], [-2.459, -1.746, 28.815], [-2.125, -3.376, 28.107], [-3.428, -4.105, 26.505], [-4.488, -2.936, 25.704], [-1.242, -0.715, 32.864], [-2.007, -1.089, 31.607], [-3.112, -0.163, 31.240], [-1.126, -1.246, 30.564], [-0.607, 0.152, 32.678], [-0.577, -1.457, 33.306], [-1.974, -0.404, 33.609], [-2.556, -2.028, 31.684], [-3.891, -0.128, 32.002], [-3.602, -0.338, 30.282], [-2.749, 0.839, 31.014], [-0.338, -1.761, 30.754], [-5.767, 0.334, 22.854], [-5.316, -0.282, 21.571], [-5.278, 0.525, 20.290], [-4.088, -0.600, 21.971], [-5.839, -0.398, 23.659], [-6.732, 0.835, 22.782], [-5.121, 1.159, 23.153], [-6.001, -1.120, 21.445], [-5.113, -0.011, 19.356], [-4.629, 1.399, 20.354], [-6.269, 0.916, 20.059], [-3.718, 0.252, 22.215], [-5.046, 2.545, 33.373], [-6.189, 2.258, 32.490], [-5.915, 2.583, 30.981], [-6.670, 0.926, 32.688], [-5.314, 2.386, 34.417], [-4.782, 3.602, 33.340], [-4.220, 1.863, 33.173], [-7.052, 2.814, 32.855], [-6.644, 3.375, 30.807], [-6.088, 1.799, 30.244], [-4.875, 2.894, 30.878], [-6.710, 0.768, 33.634], [-9.972, 2.566, 29.112], [-11.225, 2.255, 28.361], [-11.394, 3.121, 27.175], [-11.169, 0.846, 28.035], [-9.154, 2.683, 28.401], [-9.839, 1.755, 29.828], [-10.007, 3.424, 29.785], [-12.095, 2.452, 28.988], [-11.829, 4.053, 27.538], [-12.147, 2.643, 26.549], [-10.497, 3.367, 26.607], [-10.791, 0.678, 27.169]],
  "forces_ev_per_a": [[0.301, 3.956, -1.039], [-1.634, 0.797, -0.961], [-1.323, -3.426, 0.593], [2.812, -0.830, 1.214], [-0.278, 0.055, 0.148], [0.437, 0.005, -0.095], [-0.990, -0.244, -0.121], [0.502, -0.145, 0.099], [-4.290, 4.266, 1.621], [1.444, -2.770, -1.204], [0.560, -1.647, -0.504], [2.979, 0.107, -0.429], [-0.045, -0.274, 0.266], [-0.044, 0.678, 0.089], [0.303, -0.310, 0.072], [-0.480, 0.100, -0.111], [-6.770, -4.702, -10.713], [3.899, 7.895, 3.578], [3.324, -1.494, 6.935], [-0.301, -1.022, 0.115], [0.156, 0.023, 0.108], [-0.545, 0.015, 0.281], [0.253, 0.159, -0.138], [-0.074, -0.376, 0.092], [1.164, -2.129, 4.436], [0.823, -2.577, -2.872], [0.310, 0.087, -4.185], [-2.594, 3.700, 2.358], [-0.083, 0.035, 0.072], [0.411, -0.423, -0.396], [-0.258, 0.304, -0.099], [0.087, 0.015, 0.490], [0.977, -0.331, 1.404], [1.668, -2.443, -0.660], [-0.538, -2.226, -1.613], [-2.827, 5.240, 0.151], [0.772, -0.558, 0.311], [0.182, 0.562, 0.585], [-0.323, 0.194, -0.393], [0.203, -0.485, 0.082], [-0.630, 0.700, 0.484], [-0.300, -1.406, 1.129], [-0.238, 1.809, -0.788], [0.980, 0.417, -2.591], [-0.104, 0.165, -0.256], [-0.279, -0.419, -0.263], [0.133, -0.095, 0.322], [0.195, -0.606, 0.827], [0.114, 0.015, 0.016], [-0.044, -0.958, -0.014], [0.245, 0.401, 0.641], [-0.199, -0.011, 0.464], [-2.715, 2.149, 0.376], [-2.519, 0.810, -0.206], [-1.487, 0.838, -0.413], [4.616, -2.473, -0.313], [0.234, -0.041, -0.188], [-0.490, -0.063, 0.057], [0.388, -0.038, 0.083], [0.559, -0.666, -0.316], [0.776, -0.498, 0.410], [0.241, -0.106, 0.046], [-0.321, 0.325, 0.359], [0.707, -0.234, 0.121], [0.732, 0.171, 1.038], [-1.436, -0.559, -0.596], [-0.500, -0.042, 1.405], [0.546, -0.878, -0.691], [-0.188, -0.145, 0.171], [0.404, -0.076, -0.323], [0.278, 0.341, -0.206], [0.109, 0.917, -0.386], [0.511, 0.216, -0.743], [-0.377, -0.071, 0.849], [-0.154, 0.329, -0.173], [-0.037, -0.015, 0.089], [0.295, -0.023, 1.073], [0.654, -0.597, 0.198], [-0.924, 0.590, -0.689], [-0.718, 0.140, 0.336], [0.315, -0.207, 0.329], [0.535, -0.261, -0.284], [-0.230, 0.516, -0.440], [-0.144, -0.703, 0.144], [0.077, 0.245, -0.244], [-0.012, 0.202, -0.386], [0.137, -0.285, 0.036], [0.097, 0.397, -0.057]],
  "homo_energy_ev": -8.7,
  "spin_multiplicity": 1,
  "smiles": "NC(N)=O.NC(N)=O.NC(N)=O.NC(N)=O.NC(N)=O.CC(C)O.CC(C)O.CC(C)O.CC(C)O",
  "homo_lumo_gap_ha": 0.3263,
  "lumo_energy_ev": 0.1
}


[2]
{
  "formula": "C17H53Fe2N3O15P",
  "method": "the ωB97M-V functional and the def2-TZVPD basis",
  "elements": ["Fe", "Fe", "P", "O", "O", "O", "O", "C", "O", "H", "H", "H", "H", "C", "O", "H", "H", "H", "H", "C", "O", "H", "H", "H", "H", "C", "O", "H", "H", "H", "H", "C", "O", "H", "H", "H", "H", "C", "O", "H", "H", "H", "H", "C", "O", "H", "H", "H", "H", "C", "O", "H", "H", "H", "H", "C", "O", "N", "C", "C", "H", "H", "H", "H", "H", "H", "H", "C", "O", "N", "C", "C", "H", "H", "H", "H", "H", "H", "H", "C", "O", "N", "C", "C", "H", "H", "H", "H", "H", "H", "H"],
  "xyz": [[1.513, -1.485, -1.877], [-0.088, 1.617, -0.320], [1.224, -0.449, 0.442], [0.907, 0.136, -0.933], [1.008, -1.863, -0.034], [0.070, 0.323, 1.106], [2.643, 0.059, 0.623], [0.681, 2.064, 3.749], [-0.264, 1.030, 3.566], [1.220, 1.690, 4.620], [1.351, 2.196, 2.900], [0.180, 3.025, 3.864], [-0.228, 0.801, 2.634], [-1.474, -2.250, 3.069], [-1.854, -1.294, 2.033], [-1.165, -1.718, 3.968], [-2.222, -3.003, 3.317], [-0.605, -2.829, 2.759], [-1.037, -0.851, 1.791], [5.330, 1.917, 1.160], [4.451, 1.788, -0.003], [4.756, 2.402, 1.949], [5.587, 0.932, 1.550], [6.275, 2.390, 0.891], [3.814, 1.136, 0.297], [2.760, -4.182, 1.445], [1.358, -3.976, 1.398], [3.319, -3.337, 1.846], [2.975, -5.056, 2.059], [3.185, -4.393, 0.463], [1.268, -3.210, 0.826], [3.387, -0.995, 3.603], [4.170, -0.845, 2.421], [2.731, -1.864, 3.566], [3.943, -0.922, 4.538], [2.740, -0.119, 3.550], [3.566, -0.550, 1.736], [-1.321, -4.556, -0.027], [-1.054, -3.515, -0.918], [-2.282, -5.013, -0.263], [-0.528, -5.304, -0.012], [-1.395, -4.092, 0.957], [-0.477, -2.894, -0.468], [4.964, -2.102, -0.962], [3.640, -1.589, -0.992], [5.246, -2.787, -0.163], [5.135, -2.489, -1.967], [5.619, -1.235, -0.876], [3.462, -1.031, -0.231], [1.826, 4.209, 0.215], [1.551, 2.809, 0.303], [2.637, 4.336, -0.502], [0.974, 4.779, -0.155], [2.276, 4.694, 1.081], [2.357, 2.293, 0.382], [-0.865, -2.006, -4.091], [-0.241, -1.623, -3.032], [-1.543, -1.152, -4.930], [-1.504, 0.249, -4.716], [-2.113, -1.614, -6.157], [-0.942, -3.042, -4.456], [-0.992, 0.905, -5.419], [-1.042, 0.509, -3.764], [-2.527, 0.622, -4.759], [-2.239, -2.697, -6.166], [-3.113, -1.187, -6.238], [-1.463, -1.384, -7.002], [-1.924, 3.483, 1.702], [-1.285, 2.943, 0.830], [-2.911, 4.471, 1.441], [-3.872, 4.850, 2.463], [-3.067, 4.959, 0.053], [-1.824, 3.189, 2.759], [-3.742, 5.795, 2.990], [-3.911, 4.007, 3.153], [-4.863, 4.897, 2.012], [-2.606, 4.336, -0.714], [-4.106, 5.034, -0.266], [-2.606, 5.944, -0.016], [-2.384, -0.243, -1.100], [-2.039, 0.888, -0.818], [-3.554, -0.466, -1.735], [-3.913, -1.845, -2.107], [-4.554, 0.573, -2.021], [-1.753, -1.125, -0.906], [-4.143, -1.904, -3.171], [-4.828, -2.011, -1.539], [-3.204, -2.639, -1.873], [-5.478, 0.249, -1.544], [-4.255, 1.581, -1.734], [-4.698, 0.627, -3.100]],
  "forces_ev_per_a": [[1.410, -0.902, -3.132], [-1.548, 1.809, -0.460], [-0.408, 2.038, -0.907], [-0.051, 2.475, -5.006], [-0.217, -2.604, 3.128], [0.666, -1.853, 3.422], [-0.756, -0.607, 2.175], [-0.167, -0.842, 0.223], [-0.433, 0.506, 0.279], [0.448, 1.057, 0.184], [0.193, -0.288, -0.108], [0.076, 0.220, 0.571], [-0.145, -0.340, -0.486], [0.692, 0.555, -0.483], [-0.598, -1.646, 1.028], [-0.255, 0.087, 0.171], [-0.513, 0.503, -0.312], [0.178, -0.038, -0.224], [0.037, 0.342, -0.184], [-0.647, -0.685, -0.597], [1.239, 0.852, 0.795], [0.442, 0.476, 0.157], [-0.043, -0.121, -0.078], [-0.395, 0.436, -0.064], [-0.248, -0.528, -0.346], [0.142, -0.501, 0.080], [0.740, -0.686, 0.587], [-0.069, 0.223, 0.173], [-0.118, 0.033, 0.143], [-0.085, -0.008, -0.302], [-0.388, 0.383, -0.253], [-0.650, 1.210, -1.080], [1.443, -1.216, 1.442], [0.199, -0.346, 0.200], [0.339, -0.297, -0.317], [-0.535, 0.080, 0.716], [-0.295, 0.223, -0.193], [-0.175, 0.078, 0.932], [-0.328, 0.281, -1.184], [0.006, -0.057, -0.157], [-0.023, -0.078, -0.010], [-0.106, -0.544, 0.353], [0.294, 0.112, 0.021], [0.439, 1.176, -0.980], [0.011, -1.211, -0.330], [-0.639, -0.251, -0.013], [0.105, -0.468, 0.252], [0.316, 0.017, 0.103], [0.257, 0.380, 0.456], [1.365, 0.233, -1.015], [-0.946, 0.960, 0.404], [-0.119, -0.006, -0.453], [-0.181, -0.403, 0.276], [-0.629, -0.491, 0.711], [0.704, -0.108, -0.101], [0.560, 1.455, 1.744], [-2.199, -1.012, -3.122], [1.843, -1.077, 1.133], [-0.544, 1.642, 0.597], [-0.198, -0.511, -0.218], [0.330, 0.139, 0.565], [0.449, -0.705, -0.665], [-0.266, -0.397, 0.145], [-0.276, 0.138, 0.347], [0.073, -0.042, 0.269], [0.048, 0.150, -0.430], [-0.253, 0.328, -0.199], [-2.699, 1.734, 0.019], [0.718, 0.341, -0.668], [2.027, -1.693, -0.598], [-0.449, -0.753, -0.113], [0.153, 0.269, 0.287], [-0.125, 0.104, -0.114], [0.573, 0.011, -0.134], [-0.029, 0.318, 0.368], [-0.025, -0.047, -0.129], [0.286, -0.320, 0.562], [-0.170, 0.039, 0.500], [-0.108, 0.131, -0.121], [-1.038, -1.031, -1.064], [0.796, 1.894, 0.374], [1.299, -0.690, 0.142], [-1.034, 0.644, 0.318], [0.527, -0.623, -0.262], [-0.363, 0.089, -0.074], [-0.024, 0.112, -0.093], [-0.209, -0.614, -0.209], [0.440, 0.594, 0.300], [-0.138, 0.348, -0.011], [0.193, -0.400, 0.475], [-0.194, -0.187, -0.124]],
  "homo_energy_ev": [-3.6, -8.0],
  "spin_multiplicity": 10,
  "homo_lumo_gap_ha": [0.1324, 0.2861],
  "lumo_energy_ev": [0.0, -0.2]
}


Number 1: F_max 13.52 eV/Å, total energy -1903.6629 Ha. Number 2: F_max 5.58 eV/Å, total energy -4841.1051 Ha.